C10H8AuF3NO5S | wB97M-V/def2-TZVPD

Structure (ORCA input):
```
! wB97M-V def2-TZVPD RIJCOSX def2/J DEFGRID3
* xyz 1 3
Au -0.29000 -0.36087 -0.47246
O 3.84856 0.83785 -0.71218
C 2.55457 0.79756 -0.89794
O 1.87777 -0.16100 -0.55130
C 2.03608 2.03317 -1.57316
O 0.66674 1.85559 -1.82292
C -0.05719 3.00639 -1.95353
C 0.14284 2.93339 1.65228
O -0.60920 3.71890 2.03080
O 0.90140 2.13656 1.26692
H 4.15100 0.03365 -0.25732
H 2.59727 2.19087 -2.49854
H 2.22397 2.87557 -0.90170
H -1.06394 2.85370 -2.30355
H 0.47733 3.93630 -2.08198
F -6.58706 -0.41926 0.58101
C -5.39905 0.13407 0.33514
F -5.10264 0.95471 1.35235
F -5.50967 0.88562 -0.76970
C -4.32866 -0.91493 0.16253
C -4.61790 -2.26565 0.20837
C -3.60583 -3.20708 0.04033
C -2.32013 -2.76629 -0.17177
N -2.05138 -1.45525 -0.21885
C -3.00927 -0.53325 -0.05756
S -2.30477 1.05527 -0.17793
H -5.63750 -2.58360 0.37844
H -3.81462 -4.26548 0.07543
H -1.48874 -3.44222 -0.30988
*
```

## Properties
strongest force on any atom = 0.23 eV/A
electronic energy = -1650.03322 Eh

natural (NBO) atomic charge list, values in e, 6 entries:
1 Au 0.928
2 O -0.614
3 C 0.837
4 O -0.674
5 C -0.185
6 O -0.516

---

C4H6O2 | wB97M-V/def2-TZVPD

Structure (ORCA input):
```
! wB97M-V def2-TZVPD RIJCOSX def2/J DEFGRID3
* xyz 0 1
C -1.42455 0.75225 -0.13662
C -0.24078 -0.90855 0.97057
O -0.61557 -0.36251 -0.64699
C 0.71492 -0.74896 -0.13609
C 1.76443 0.32518 -0.06901
O 2.94116 0.05549 -0.04679
H -2.16864 0.39921 0.58519
H -0.83262 1.51985 0.36143
H -1.91830 1.11728 -1.03270
H -0.69514 -1.90064 0.86071
H 1.06583 -1.62078 -0.69773
H 1.40928 1.37219 -0.01197
*
```

## Properties
strongest force on any atom = 0.73 eV/A
electronic energy = -306.28765 Eh

natural (NBO) atomic charge list, values in e, 6 entries:
1 C -0.242
2 C -0.206
3 O -0.446
4 C -0.097
5 C 0.417
6 O -0.495

---

C30H29F5N3O2 | wB97M-V/def2-TZVPD

Structure (ORCA input):
```
! wB97M-V def2-TZVPD RIJCOSX def2/J DEFGRID3
* xyz 1 1
C 2.31249 -4.63067 1.74003
N 2.07061 -3.22521 1.45783
C 3.05649 -2.28060 1.59637
O 4.18380 -2.50730 2.02456
C 2.47840 -0.93109 1.16222
C 3.14325 -0.31895 -0.06441
C 4.62174 -0.20132 0.13667
C 5.50449 -1.09368 -0.46918
F 5.00163 -2.07505 -1.26189
C 6.86980 -1.06958 -0.21676
F 7.68140 -2.00435 -0.75205
C 7.38579 -0.10425 0.64911
F 8.70356 -0.07473 0.91223
C 6.53237 0.83802 1.22285
F 7.03377 1.77672 2.05007
C 5.16554 0.76614 0.97781
F 4.33507 1.62098 1.63254
N 1.07454 -1.27051 0.96813
C 0.20079 -0.32177 0.59694
C -1.15646 -0.53055 0.42598
C -2.05289 0.55260 0.23124
C -3.50739 0.35625 0.21946
C -4.33141 1.48977 0.34372
C -5.71114 1.38725 0.31542
C -6.30689 0.12309 0.25216
C -5.51006 -1.02486 0.12492
C -4.11404 -0.91495 0.05892
C 0.75536 -2.70685 1.10473
C 0.26886 -3.33248 -0.21585
C -0.25122 -2.99599 2.23312
H 3.39124 -4.80223 1.81432
H 1.83775 -4.93405 2.68564
H 1.89837 -5.23825 0.92478
H 2.57079 -0.22576 1.99961
H 2.95049 -0.95244 -0.94349
H 2.69195 0.67199 -0.22043
H 0.65373 0.66315 0.45901
H -1.52597 -1.55821 0.43847
H -1.69609 1.54235 0.59207
H -3.85994 2.46352 0.47642
H -6.32067 2.28729 0.34164
H -7.39225 0.02916 0.27556
H -5.97230 -2.01583 0.06857
H -3.49265 -1.80945 -0.10458
H 1.03738 -3.20919 -0.99054
H 0.07419 -4.40311 -0.06640
H -0.64870 -2.85740 -0.56557
H 0.21457 -2.77703 3.20232
H -1.13858 -2.36993 2.14052
H -0.55086 -4.05241 2.19120
C 0.42766 1.13789 -2.78113
C -0.32431 2.03618 -1.81690
C -1.74890 1.77108 -1.52304
N -2.52440 2.98055 -1.62444
C -2.21948 3.98831 -0.73271
C -3.08008 5.04842 -0.50313
C -4.26002 5.15780 -1.24285
C -4.54860 4.15965 -2.18213
C -3.70929 3.06591 -2.33506
O 0.31631 2.95656 -1.25411
H -0.14890 0.26953 -3.10970
H 0.72823 1.68884 -3.68506
H 1.36800 0.80179 -2.31707
H -2.21888 0.93850 -2.03564
H -1.24038 3.90446 -0.27061
H -2.74831 5.79280 0.22116
H -4.88159 6.04160 -1.11755
H -5.43667 4.25383 -2.81911
H -3.91111 2.25806 -3.04696
*
```

## Properties
strongest force on any atom = 2.20 eV/A
electronic energy = -1974.34763 Eh

natural (NBO) atomic charge list, values in e, 6 entries:
1 C -0.420
2 N -0.450
3 C 0.681
4 O -0.592
5 C -0.119
6 C -0.434

---

C22H46N4O21PS5 | wB97M-V/def2-TZVPD

Structure (ORCA input):
```
! wB97M-V def2-TZVPD RIJCOSX def2/J DEFGRID3
* xyz 1 1
C -0.92274 5.26167 2.76452
C -1.27171 5.25460 1.37996
C -1.54860 5.00106 -0.21560
N -1.36830 3.57551 -0.68397
C 0.08118 3.19534 -0.88718
N 1.24630 3.92880 -0.18948
N 0.49130 2.17936 -1.75967
C -0.52549 1.34645 -2.56046
N -0.81954 0.11781 -1.68824
C 1.95516 1.82550 -2.00061
C 2.68767 1.07129 -0.74276
C 3.76946 -0.04259 -1.35850
O 1.77505 0.50006 0.26027
P -2.27319 2.39371 0.29341
C -1.36871 1.89799 1.89999
C -1.77767 0.31865 2.21121
C -4.09262 2.89364 0.58346
C -4.65661 3.57750 -0.83406
H -0.45608 5.20629 3.86209
H -2.59603 5.46966 -0.46489
H -0.74822 5.65081 -0.81757
H 1.29395 4.92631 -0.50478
H 1.13386 3.84054 0.84509
H -0.07871 0.96602 -3.59438
H -1.55109 1.89365 -2.71745
H -0.22580 -0.69496 -1.96338
H -1.81183 -0.15532 -1.88546
H 2.52227 2.84639 -2.24377
H 2.00924 1.20544 -3.01549
H 3.37250 1.88429 -0.19948
H 3.63940 -0.15714 -2.52020
H 4.88348 0.31448 -1.12186
H 3.66870 -1.09231 -0.79948
H 2.00866 0.99013 1.11762
H -1.86232 2.54568 2.77288
H -0.19783 2.00892 1.86911
H -2.48874 -0.05149 1.33386
H -2.39004 0.20206 3.20251
H -0.80076 -0.33525 2.16254
H -4.77643 1.92636 0.73454
H -4.24528 3.70110 1.41807
H -4.72968 4.74329 -0.70107
H -5.74777 3.20544 -1.10703
H -3.87915 3.37292 -1.71178
C 9.44998 1.28352 -2.19978
C 8.66707 0.80599 -0.97964
O 7.78192 1.87745 -0.66142
S 7.35908 2.64220 -2.03866
O 6.07751 2.12636 -2.46600
O 7.62614 4.05268 -1.87859
O 8.51074 2.00140 -2.99832
H 10.24871 1.97392 -1.91010
H 9.87671 0.45243 -2.76764
H 9.31655 0.57746 -0.13128
H 8.06015 -0.07327 -1.22022
C -1.79360 -3.10746 -4.90219
C -3.29619 -2.90260 -5.07534
O -3.87570 -3.33376 -3.84609
S -2.83242 -3.02417 -2.63112
O -3.21814 -1.77537 -2.01238
O -2.62731 -4.24282 -1.88331
O -1.51359 -2.75050 -3.54965
H -1.52060 -4.15859 -5.04055
H -1.21065 -2.48759 -5.58864
H -3.70064 -3.47449 -5.91386
H -3.53662 -1.84251 -5.20851
C 1.91151 -5.06497 -0.22234
C 2.88330 -4.23617 0.61339
O 4.12596 -4.93122 0.53926
S 4.23667 -5.66526 -0.91310
O 5.01666 -4.81862 -1.78828
O 4.53524 -7.06197 -0.69758
O 2.66878 -5.52919 -1.33869
H 1.55714 -5.93778 0.33548
H 1.05373 -4.47784 -0.56111
H 2.55890 -4.13591 1.65189
H 3.02665 -3.24094 0.17946
C 1.94998 -6.87934 3.33594
C 1.16707 -7.35687 4.55608
O 0.28192 -6.28541 4.87429
S -0.14092 -5.52066 3.49705
O -1.42249 -6.03649 3.06971
O 0.12614 -4.11018 3.65712
O 1.01074 -6.16146 2.53739
H 2.74871 -6.18893 3.62562
H 2.37671 -7.71043 2.76808
H 1.81655 -7.58540 5.40443
H 0.56015 -8.23613 4.31550
C -6.85733 4.60870 2.83389
C -7.52355 3.35781 2.26719
O -8.23973 2.78849 3.36069
S -8.75142 3.98769 4.34075
O -10.12539 4.28918 4.00543
O -8.31555 3.69536 5.68647
O -7.80866 5.17206 3.73544
H -5.95825 4.35264 3.40366
H -6.59929 5.32884 2.05281
H -6.79872 2.64449 1.86775
H -8.24757 3.61596 1.48714
*
```

## Properties
strongest force on any atom = 10.00 eV/A
electronic energy = -4996.46596 Eh

Mulliken atomic charge list, values in e, 6 entries:
1 C -0.590
2 C 0.103
3 C -0.414
4 N 0.173
5 C -0.435
6 N -0.302

---

C9H11NO5 | wB97M-V/def2-TZVPD

Structure (ORCA input):
```
! wB97M-V def2-TZVPD RIJCOSX def2/J DEFGRID3
* xyz 0 1
C -1.51242 3.08620 -0.33688
C -2.10386 1.86347 -0.64806
C -0.24279 3.14943 0.29076
C -1.41324 0.69940 -0.43567
C 0.44868 1.98377 0.49012
C -0.18484 0.87405 0.04280
C -0.41765 -1.67318 1.52736
C 0.54129 -1.07569 0.58141
C 0.71438 -1.68772 -0.79767
N 1.80687 -0.70235 1.12506
O 1.91436 -0.61790 2.32724
O 2.77777 -0.35105 0.39025
O 1.38539 -0.91264 -1.64234
O 1.35355 -2.93927 -0.54296
O -0.50981 -1.94113 -1.33575
H -1.92651 4.12419 -0.53748
H -3.16428 1.73192 -1.01210
H -0.00584 4.18949 0.44974
H -1.77614 -0.24968 -0.83840
H 1.45677 1.85052 0.73282
H -0.56875 -2.69330 1.31592
H -1.38702 -1.16923 1.05357
H -0.32361 -1.31024 2.54712
H 2.30445 -0.67781 -1.24168
H 1.27596 -3.55793 -1.21375
H -0.44269 -1.99335 -2.29145
*
```

## Properties
strongest force on any atom = 5.44 eV/A
electronic energy = -780.30560 Eh

natural (NBO) atomic charge list, values in e, 6 entries:
1 C -0.217
2 C -0.188
3 C -0.188
4 C -0.338
5 C -0.305
6 C 0.214